Molecular formula: C40H56F24O32S4
Method: DFT, ωB97M-V with the def2-TZVPD basis set

The value obtained for the LUMO energy is 0.03 eV. The HOMO-LUMO gap comes out at 10.32 eV.

Last column: Mulliken charge in e.
Positions of all 156 atoms, in Å:
C (3.61616, -0.08070, 4.30519)  -1.358
C (4.28960, -1.14996, 3.57517)  0.066
O (3.43851, -1.79991, 2.57706)  -0.135
C (2.45720, -2.71556, 2.95779)  0.037
O (2.27028, -3.23691, 4.09799)  -0.600
C (1.42915, -2.99304, 1.81858)  1.025
F (1.02604, -4.26828, 1.85236)  -0.243
F (0.33079, -2.25836, 1.94459)  -0.216
F (1.99669, -2.73972, 0.70699)  -0.240
H (3.25860, 0.72210, 3.66038)  0.262
H (4.24256, 0.39404, 5.06041)  0.441
H (2.78054, -0.46727, 4.88863)  0.391
H (4.66592, -1.88707, 4.28450)  0.318
H (5.18125, -0.68595, 3.15357)  0.133
C (3.76790, -2.58699, -2.39987)  -0.549
C (2.38282, -3.17862, -2.79726)  0.278
O (2.29847, -3.79941, -4.07143)  -0.410
C (2.32456, -3.24922, -5.32131)  0.398
O (2.36543, -1.99805, -5.44450)  -0.544
C (2.05326, -4.11577, -6.51021)  0.769
F (0.84818, -3.82902, -7.08463)  -0.214
F (2.96936, -3.85715, -7.40703)  -0.215
F (1.99021, -5.38929, -6.11931)  -0.249
H (3.79539, -1.99025, -1.48815)  -0.155
H (4.07011, -1.90709, -3.19643)  0.279
H (4.52661, -3.34821, -2.21811)  0.453
H (1.49956, -2.54441, -2.72150)  -0.040
H (2.22442, -3.86504, -1.96549)  0.194
C (1.29615, 4.34303, 3.31099)  -0.367
C (-0.13736, 4.57055, 3.90159)  -0.465
O (-0.18138, 5.94445, 4.07403)  -0.130
C (-1.06887, 6.58427, 4.94324)  0.271
O (-1.94662, 5.98516, 5.57023)  -0.535
C (-0.90274, 8.11776, 4.93823)  0.900
F (0.36328, 8.42953, 4.78654)  -0.236
F (-1.55033, 8.69061, 3.98985)  -0.248
F (-1.38340, 8.68385, 6.03067)  -0.246
H (1.27312, 4.64020, 2.26253)  -0.105
H (1.29655, 3.25637, 3.22576)  0.084
H (2.15848, 4.68638, 3.88248)  0.443
H (-0.29001, 4.05007, 4.84706)  0.402
H (-0.89583, 4.16768, 3.23039)  0.221
C (-2.05201, -3.59245, -1.12676)  -0.449
C (-2.81320, -2.30315, -1.59327)  0.841
O (-2.86998, -2.37533, -2.99913)  -0.396
C (-2.13351, -1.52011, -3.73979)  0.290
O (-1.35146, -0.70040, -3.33400)  -0.510
C (-2.25978, -1.63248, -5.28461)  0.753
F (-3.42956, -2.11256, -5.61260)  -0.289
F (-2.30454, -0.48943, -5.92049)  -0.188
F (-1.25973, -2.41974, -5.72263)  -0.192
H (-2.16713, -3.65108, -0.04445)  -0.306
H (-1.03489, -3.60809, -1.51831)  0.015
H (-2.54084, -4.46238, -1.56536)  0.466
H (-2.43162, -1.33746, -1.26172)  -0.367
H (-3.83465, -2.46807, -1.25039)  0.259
C (-2.92868, -0.84776, 1.77940)  0.048
C (-1.79544, 0.15119, 2.03531)  -0.836
O (-1.04003, 0.21047, 0.74987)  1.199
C (-0.02002, 1.14179, 0.51826)  -1.235
O (0.07944, 2.16669, 1.13256)  -0.379
C (1.01196, 0.78761, -0.54296)  1.093
F (2.24595, 0.77996, 0.02532)  -0.047
F (0.82512, -0.38868, -1.16022)  -0.188
F (0.93123, 1.72655, -1.49884)  -0.100
H (-3.66953, -0.42272, 1.10221)  -0.342
H (-3.55427, -0.91741, 2.66928)  0.543
H (-2.61703, -1.82221, 1.40332)  -0.454
H (-1.16715, -0.27391, 2.81802)  0.431
H (-2.21850, 1.12687, 2.27439)  0.440
C (-3.55079, 1.80509, -0.80764)  -1.528
C (-2.29200, 1.99310, -1.58186)  1.798
O (-2.67401, 2.34815, -2.88505)  -0.246
C (-1.86418, 2.81513, -3.77736)  0.407
O (-0.63636, 2.79840, -3.72351)  -0.537
C (-2.57929, 3.27729, -5.03153)  0.772
F (-3.93968, 3.15671, -4.96673)  -0.234
F (-2.19443, 4.62073, -5.27387)  -0.261
F (-2.12154, 2.56143, -6.12765)  -0.203
H (-3.29125, 1.98393, 0.23579)  0.388
H (-3.90405, 0.78072, -0.92591)  0.199
H (-4.35432, 2.53543, -0.90276)  0.533
H (-1.71463, 1.06892, -1.55672)  -0.606
H (-1.66879, 2.77384, -1.14581)  -0.595
C (-0.14259, 5.29997, -0.44871)  -0.778
C (1.12240, 5.49767, -1.31317)  -0.265
O (2.21236, 5.02321, -0.50818)  -0.104
C (3.43885, 5.02198, -0.91575)  0.332
O (3.79270, 5.62217, -1.92062)  -0.580
C (4.40370, 4.60549, 0.21709)  0.828
F (4.04867, 3.57435, 0.88924)  -0.135
F (5.58060, 4.27945, -0.21572)  -0.260
F (4.50861, 5.63749, 1.03040)  -0.288
H (-1.01709, 5.59657, -1.02782)  0.474
H (-0.08558, 6.01772, 0.36963)  0.414
H (-0.29246, 4.32049, 0.00543)  -0.221
H (1.24917, 6.56317, -1.50486)  0.397
H (1.17368, 4.84606, -2.18545)  0.219
C (8.22101, 3.39971, 2.07151)  -1.044
C (8.17697, 1.79968, 2.05118)  -0.339
O (7.15057, 1.43148, 1.11157)  -0.063
C (7.01953, 0.15600, 0.74673)  -0.078
O (7.68469, -0.80808, 1.22759)  -0.595
C (5.96589, -0.03172, -0.33182)  1.144
F (5.52282, 1.13118, -0.85952)  -0.163
F (6.45228, -0.80545, -1.27047)  -0.266
F (4.81962, -0.66121, 0.14682)  -0.174
H (8.14387, 3.64950, 1.01333)  0.275
H (9.18064, 3.75713, 2.44496)  0.360
H (7.44506, 4.01568, 2.52602)  0.311
H (8.00499, 1.31709, 3.01329)  0.328
H (9.14016, 1.46696, 1.66432)  0.322
C (-8.23189, 0.50726, 2.52568)  -0.384
C (-6.72862, 0.61412, 2.85234)  -0.149
O (-6.21893, 1.40556, 1.82492)  -0.283
S (-6.83660, 0.82205, 0.42811)  1.027
O (-6.08656, -0.39917, 0.02685)  -0.369
O (-7.03685, 1.92443, -0.49824)  -0.565
O (-8.28406, 0.37354, 1.13556)  -0.360
H (-8.72749, 1.45380, 2.74142)  0.264
H (-8.78399, -0.36486, 2.87595)  0.298
H (-6.35377, -0.40887, 2.81935)  0.086
H (-6.68683, 0.98624, 3.87600)  0.437
C (3.19072, 1.33377, -4.77484)  0.282
C (2.10028, 1.45448, -5.94578)  0.353
O (2.61569, 2.37993, -6.87220)  -0.454
S (4.25914, 2.72919, -6.73609)  0.979
O (4.40268, 4.16889, -7.06253)  -0.511
O (5.00854, 1.67857, -7.37659)  -0.513
O (4.18206, 2.38808, -5.06657)  -0.330
H (3.72349, 0.38298, -4.75870)  0.139
H (2.68756, 1.55202, -3.83288)  -0.121
H (1.09634, 1.77400, -5.66630)  0.055
H (2.05364, 0.43578, -6.33070)  0.154
C (-5.97646, -6.58872, 0.53852)  -0.329
C (-5.69519, -6.77329, 2.02007)  -0.031
O (-6.05071, -5.61247, 2.72512)  -0.367
S (-5.99874, -4.29782, 1.68453)  0.966
O (-4.68400, -3.73344, 1.80958)  -0.144
O (-7.16920, -3.47043, 1.69871)  -0.576
O (-6.10926, -5.21652, 0.37184)  -0.337
H (-6.93787, -7.07297, 0.36738)  0.290
H (-5.27143, -7.09393, -0.12163)  0.295
H (-4.67557, -7.08391, 2.24807)  -0.003
H (-6.37966, -7.57516, 2.29691)  0.344
C (-1.92738, -7.05631, 4.75604)  -0.441
C (-0.58500, -7.38565, 3.97303)  -0.383
O (-0.54805, -6.49634, 2.81605)  -0.414
S (-1.96649, -5.63527, 2.51712)  1.406
O (-2.50158, -5.88402, 1.17557)  -0.576
O (-1.94051, -4.24862, 2.97402)  -0.493
O (-2.78793, -6.59918, 3.66645)  -0.420
H (-1.71458, -6.21935, 5.42112)  0.285
H (-2.18129, -7.90432, 5.39206)  0.371
H (-0.36508, -8.44650, 3.85328)  0.301
H (0.25490, -7.11070, 4.61105)  0.321

=====

Molecular formula: C6H12O2
Method: DFT, ωB97M-V with the def2-TZVPD basis set

The value obtained for the LUMO energy (spin up / spin down) is -5.28 / -8.88 eV. Its multiplicity is 2. The value obtained for the energy relative to the best compared isomer or geometry (same formula, charge and spin) is 70.2 kcal per mole. As for the total charge: +1. The HOMO-LUMO gap (spin up / spin down) comes out at 8.05 / 4.41 eV.

Last column: Mulliken spin population.
Positions of all 20 atoms, in Å:
O (-0.65387, 2.05366, -2.11212)  0.007
C (-0.13015, 0.96654, -2.11369)  0.003
C (1.31711, 0.84680, -1.53538)  0.027
C (1.53563, -0.19224, -0.49046)  -0.035
C (0.63074, -0.13773, 0.65379)  0.346
C (0.58805, -0.96873, 1.75745)  0.346
C (-0.63038, -0.83414, 2.58192)  0.014
H (-0.72884, 0.31697, -2.78626)  0.001
H (1.80875, 0.58087, -2.49580)  -0.003
H (1.70624, 1.87866, -1.13299)  0.005
H (1.52495, -1.12635, -1.15284)  0.073
H (2.56015, -0.05229, -0.10521)  0.070
H (-0.16569, 0.65465, 0.57360)  0.021
H (1.21289, -1.82099, 1.88081)  0.018
H (-1.11674, -1.62384, 3.13372)  0.013
H (-1.45389, -0.52191, 1.93548)  0.017
H (-0.62020, -0.13407, 3.41885)  0.073
H (-3.02088, 0.41099, -1.04636)  0.001
H (-1.90091, 0.04658, -0.14525)  0.002
O (-2.46294, -0.34343, -0.81925)  0.001